Entry 1
DFT (wB97M-V/def2-TZVPD) results for one molecule with the formula CH4N2O.

Summary:
**Structure (SMILES)**: [H]/N=C\NO
**Kohn-Sham gap**: 0.3809 Eh

Geometry (Å):
C1 0.4577 0.5283 -0.5162
H1 -0.3639 -0.8302 1.7143
H2 0.3580 -1.4696 -0.7094
H3 1.5200 0.5757 -1.0310
H4 -1.1375 1.1851 0.1080
N1 0.2534 -0.7206 0.0391
N2 -0.2920 1.5527 -0.4608
O1 -0.7957 -0.8214 0.8560



Entry 2
DFT (wB97M-V/def2-TZVPD) results for one molecule with the formula CH4N2O.

Summary:
**Kohn-Sham gap**: 0.3493 Eh

Geometry (Å):
N1 1.2419 0.7491 0.1760
C1 -0.9752 -0.4954 -0.0874
O1 0.5055 -0.7176 0.1529
N2 -1.3588 0.5424 -0.6435
H1 2.1977 0.4293 -0.0383
H2 0.4797 -0.2928 1.1276
H3 -0.5702 1.2146 -0.6675
H4 -1.5206 -1.4296 -0.0196



Entry 3
DFT (wB97M-V/def2-TZVPD) results for a 2-piece molecular cluster, CH4N2O overall.

Summary:
**Kohn-Sham gap (alpha / beta)**: 0.3321 / 0.3870 Eh

Geometry (Å):
C1 0.5130 0.4348 -1.0196
N1 -0.3142 -0.6578 -0.6861
N2 -0.0246 -0.5735 1.5200
O1 -0.8804 0.4658 -0.8660
H1 1.2301 1.0073 -0.4546
H2 0.7100 0.3620 -2.0365
H3 -0.5247 0.2991 1.7640
H4 -0.7092 -1.3376 1.7789



It is entry 3 that is the least stable of them.



Entry 1
DFT (wB97M-V/def2-TZVPD) results for an isolated ion of composition C4H10NOS and charge -1.

Summary:
**Net charge**: -1
**Structure (SMILES)**: [O-]CNCCCS
**Kohn-Sham gap**: 0.2218 Eh

Geometry (Å):
C1 -0.4804 0.8366 -0.1487
N1 0.6599 0.4714 -0.9070
C2 0.3891 -0.4698 -2.1181
O1 -0.3043 0.0240 -3.1062
C3 -1.0682 -0.1426 0.9388
C4 0.0351 -0.7161 1.8386
S1 1.1703 0.5455 2.5267
H1 -0.4583 1.8046 0.3780
H2 -1.3104 0.8466 -0.8749
H3 1.3277 1.1152 -1.3042
H4 1.4694 -0.7630 -2.3623
H5 -0.1067 -1.2830 -1.5179
H6 -1.4654 -0.9904 0.3493
H7 -1.8893 0.4133 1.3785
H8 0.7547 -1.0799 1.1180
H9 -0.3333 -1.4763 2.5267
H10 1.6104 0.8638 1.2847



Entry 2
DFT (wB97M-V/def2-TZVPD) results for an isolated ion of composition C4H10NOS and charge -1.

Summary:
**Net charge**: -1
**Structure (SMILES)**: [O-]CNCCCS
**Kohn-Sham gap**: 0.2227 Eh

Geometry (Å):
C1 0.8535 -0.1562 1.0341
N1 0.2922 1.1528 0.7843
C2 -0.8878 1.4695 1.6942
O1 -1.8663 0.6341 1.5776
C3 0.0494 -1.2924 0.3696
C4 -0.4269 -0.9055 -1.0033
S1 0.9203 -0.5589 -2.2101
H1 1.8902 -0.1792 0.6875
H2 0.9028 -0.3507 2.1196
H3 1.0205 1.8639 0.8490
H4 -0.3868 1.5795 2.7091
H5 -1.0231 2.5772 1.4687
H6 -0.8408 -1.4038 0.9841
H7 0.6797 -2.1888 0.3088
H8 -1.0752 -0.0300 -0.9469
H9 -0.9291 -1.7130 -1.5154
H10 1.4315 0.4802 -1.5305



Entry 3
DFT (wB97M-V/def2-TZVPD) results for an isolated ion of composition C4H10NOS and charge -1.

Summary:
**Net charge**: -1
**Structure (SMILES)**: CN[C@H](CO)C[S-]
**Kohn-Sham gap**: 0.2339 Eh

Geometry (Å):
C1 -0.6560 2.7782 -0.6039
N1 0.2860 1.9253 0.1025
C2 -0.0159 0.4782 -0.0487
C3 1.2854 -0.3141 0.0048
S1 1.1461 -2.0567 -0.5270
C4 -1.0298 0.0581 0.9939
O1 -1.6781 -1.1552 0.7408
H1 -0.2373 3.7951 -0.6822
H2 -0.7033 2.4066 -1.6196
H3 -1.6563 2.8204 -0.1663
H4 0.2133 2.1529 1.0887
H5 -0.5116 0.3160 -1.0158
H6 1.7361 -0.2035 1.0005
H7 1.9614 0.2029 -0.6850
H8 -0.9765 -1.7776 0.3918
H9 -0.5294 0.0867 1.9697
H10 -1.8131 0.8327 1.0323



It is entry 1 that is the least stable of them.



Entry 1
DFT (wB97M-V/def2-TZVPD) results for an isolated ion of composition C4H8N and charge +1.

Summary:
**Net charge**: +1
**Structure (SMILES)**: CC#C[NH2+]C
**Kohn-Sham gap**: 0.4136 Eh

Geometry (Å):
C1 -0.7491 -1.1329 -0.1133
C2 -0.4392 0.0118 -0.1041
C3 -1.0144 -2.5940 -0.3395
C4 1.3860 1.7505 0.2626
N1 -0.0893 1.5662 0.2142
H1 -1.2110 -2.7796 -1.3906
H2 -0.0741 -3.1632 0.0210
H3 -1.9901 -2.7559 0.2219
H4 1.7270 1.0328 1.1001
H5 1.6715 1.3067 -0.6774
H6 1.8294 2.7325 0.3662
H7 -0.5346 1.8444 1.0108
H8 -0.5121 2.1807 -0.5719



Entry 2
DFT (wB97M-V/def2-TZVPD) results for an isolated ion of composition C4H8N and charge +1.

Summary:
**Net charge**: +1
**Structure (SMILES)**: C=[NH+]C(=C)C
**Kohn-Sham gap**: 0.3341 Eh

Geometry (Å):
C1 1.5685 -0.4200 -0.0234
C2 0.0913 -0.4874 -0.1424
C3 -0.6091 -1.5066 -0.6585
C4 -0.5158 1.7861 0.3545
N1 -0.7269 0.5351 0.4609
H1 1.9050 -0.1872 0.9852
H2 1.9998 -1.3627 -0.3650
H3 2.0229 0.2777 -0.7359
H4 -1.6845 -1.5492 -0.7864
H5 -0.0690 -2.3471 -1.0728
H6 -1.2278 2.4492 0.8368
H7 0.0544 2.2725 -0.4261
H8 -1.4872 0.1218 0.9829



It is entry 1 that is the least stable of them.



Entry 1
DFT (wB97M-V/def2-TZVPD) results for an isolated ion of composition C4H8N and charge +1.

Summary:
**Net charge**: +1
**Structure (SMILES)**: C[C@]12C[N@H+]1C2
**Kohn-Sham gap**: 0.4818 Eh

Geometry (Å):
C1 0.3573 -0.5115 1.2539
C2 1.2693 -0.2616 -0.7899
C3 0.0943 0.3176 -0.0016
C4 -1.2613 1.0022 -0.2596
N1 0.3529 -1.1588 -0.0543
H1 1.3216 -0.4894 1.7599
H2 -0.4553 -0.4906 1.9479
H3 1.0468 -0.1577 -1.8530
H4 2.3098 0.0920 -0.6663
H5 -2.1922 0.3772 -0.4522
H6 -1.2713 1.8556 -0.9801
H7 -1.5176 1.4892 0.6401
H8 -0.0542 -2.0642 -0.5447



Entry 2
DFT (wB97M-V/def2-TZVPD) results for an isolated ion of composition C4H8N and charge +1.

Summary:
**Net charge**: +1
**Structure (SMILES)**: CCC#[N+]C
**Kohn-Sham gap**: 0.4702 Eh

Geometry (Å):
C1 0.0650 0.5684 -0.1091
C2 -2.0094 -0.5481 0.2386
C3 2.6343 -0.1721 -0.0747
C4 -1.2600 0.7877 -0.1332
N1 1.2306 0.2001 -0.0462
H1 -1.6320 -1.3496 -0.3984
H2 -3.0263 -0.4448 0.1630
H3 -1.7892 -0.8560 1.1836
H4 2.8304 -0.1281 -1.1885
H5 3.2880 0.5334 0.5475
H6 2.6552 -1.1942 0.4260
H7 -1.4154 1.0403 -1.1273
H8 -1.5713 1.5632 0.5186



It is entry 1 that is the least stable of them.



Entry 1
DFT (wB97M-V/def2-TZVPD) results for a 5-piece molecular cluster, CH11O5 overall.

Summary:
**Net charge**: -1
**Kohn-Sham gap**: 0.3066 Eh

Geometry (Å):
C1 0.6876 -1.0895 -1.1455
O1 1.0060 -0.7081 0.1896
H1 0.7158 -0.2382 -1.8062
H2 -0.3596 -1.5757 -1.2559
H3 1.3500 -1.9189 -1.5064
H4 2.9257 -1.8787 1.3397
H5 2.2501 -3.2946 1.1690
O2 2.7582 -2.7257 1.7713
H6 0.4097 0.1081 0.2367
H7 -0.6170 1.6857 1.5585
O3 -0.9828 1.2382 0.7249
H8 -0.3358 1.9292 -0.5754
H9 0.9443 1.8210 -1.1798
O4 0.1578 2.2665 -1.3876
H10 -3.2433 0.3679 -0.8071
H11 -2.8658 1.1192 0.4767
O5 -3.6017 0.9805 -0.1453



Entry 2
DFT (wB97M-V/def2-TZVPD) results for a 5-piece molecular cluster, CH11O5 overall.

Summary:
**Net charge**: -1
**Kohn-Sham gap**: 0.3294 Eh

Geometry (Å):
C1 0.6826 -0.7464 1.4219
O1 -0.1079 -0.8329 0.1955
H1 0.4010 0.1266 2.0258
H2 1.7922 -0.6648 1.2740
H3 0.5551 -1.6919 2.0938
H4 -0.7596 -3.8835 -0.4424
H5 -0.1593 -2.5504 -0.0071
O2 -0.0039 -3.5280 0.0614
H6 -0.4884 0.0837 -0.0469
H7 -2.1852 1.3328 -0.3860
O3 -1.3137 1.4310 -0.6616
H8 -0.4792 2.3720 0.3960
H9 1.1171 2.5555 0.3650
O4 0.3394 2.9006 0.7748
H10 0.7818 0.7237 -2.0592
H11 -0.4151 1.3837 -2.2191
O5 0.2430 0.9884 -2.7858



It is entry 1 that is the least stable of them.